Computed, not measured: 13 unconnected molecules or ions with the total composition C48H134N12O13 in a non-equilibrium geometry, with ωB97M-V with the def2-TZVPD basis set.

Summary:
HOMO level	-9.05	eV
lowest unoccupied orbital energy	0.2	eV
multiplicity	1
relative energy (zero: lowest compared OMol25 entry of this formula, charge and spin)	164.1	kcal/mol

Cartesian coordinates (Å):
O -4.21301 -4.78193 5.32908
H -4.22904 -3.92427 5.75381
H -4.83386 -4.70273 4.60486
C -4.70987 1.59817 -10.13643
C -4.96770 2.89139 -10.93455
C -6.25402 2.91132 -11.74491
O -6.35039 4.13943 -12.45790
C -7.39955 4.24841 -13.36451
N -5.03400 3.95967 -9.90854
H -4.64266 0.77137 -10.84352
H -5.43504 1.43009 -9.34020
H -3.68713 1.61861 -9.76002
H -4.09174 3.07411 -11.55697
H -7.14168 2.83856 -11.11653
H -6.34101 2.11407 -12.48311
H -7.58762 5.32202 -13.35546
H -8.20671 3.65742 -12.93169
H -7.18753 3.87272 -14.36552
H -5.17964 4.82429 -10.40987
H -4.09479 4.05452 -9.54940
C -1.66056 1.60299 -1.99156
C -2.58725 1.12189 -0.86972
C -1.92831 0.56658 0.38358
O -1.05409 -0.48840 0.06151
C -0.41805 -1.09914 1.18423
N -3.52647 2.13659 -0.47612
H -1.09608 2.49652 -1.72497
H -2.24845 1.84148 -2.87790
H -0.93086 0.84713 -2.28193
H -3.21297 0.33619 -1.29311
H -2.70841 0.35847 1.11586
H -1.26348 1.28176 0.86795
H 0.04922 -0.40828 1.88600
H 0.31257 -1.87579 0.95813
H -1.13230 -1.55666 1.86878
H -3.10272 2.92063 -0.00092
H -3.81839 2.60371 -1.32269
C -7.68479 5.41805 4.62414
C -8.67044 4.45004 3.98338
C -9.43396 5.05435 2.75009
O -10.45629 5.94747 3.24174
C -11.23688 6.58927 2.25315
N -7.88800 3.25805 3.73150
H -8.24250 6.33664 4.80649
H -6.89402 5.71679 3.93600
H -7.20926 5.01174 5.51682
H -9.40668 4.21114 4.75083
H -9.83884 4.22770 2.16629
H -8.78291 5.64096 2.10192
H -12.08367 7.06009 2.75253
H -11.61059 5.81647 1.58141
H -10.82536 7.39856 1.65000
H -8.53221 2.65523 3.23987
H -7.14415 3.45718 3.07795
C -9.23160 5.07283 -5.13740
C -8.26281 4.31427 -4.19407
C -8.23038 2.82155 -4.58332
O -9.37620 2.13193 -4.14998
C -9.21581 1.48484 -2.86309
N -6.95896 4.89301 -4.25964
H -10.27024 4.75853 -5.03479
H -9.03492 4.76928 -6.16563
H -9.14954 6.15975 -5.13547
H -8.53597 4.46297 -3.14939
H -7.27736 2.35165 -4.34034
H -8.22322 2.67506 -5.66341
H -8.71850 2.09397 -2.10828
H -8.68689 0.53564 -2.94894
H -10.15435 1.17028 -2.40667
H -7.03793 5.89921 -4.29736
H -6.67510 4.71754 -5.21291
C 10.72076 -5.62981 0.50979
C 10.30622 -6.67401 -0.55751
C 8.82912 -7.20542 -0.48956
O 7.88000 -6.10983 -0.64049
C 6.52315 -6.62393 -0.52831
N 10.78419 -6.31382 -1.89614
H 10.23724 -4.68496 0.26166
H 11.78137 -5.37854 0.50171
H 10.47015 -5.86944 1.54317
H 11.02721 -7.44870 -0.29646
H 8.70610 -7.68302 0.48248
H 8.65403 -7.87598 -1.33087
H 6.28270 -6.82623 0.51541
H 6.45227 -7.52499 -1.13754
H 5.75886 -5.93451 -0.88701
H 9.97033 -5.90092 -2.32884
H 10.94248 -7.05926 -2.55899
C -3.76961 9.34873 0.05583
C -2.24450 9.43864 -0.31542
C -1.68649 8.03544 -0.77056
O -1.63695 7.06229 0.30804
C -0.67943 7.40110 1.35695
N -1.99490 10.33394 -1.42628
H -4.23667 10.28215 0.36996
H -3.99348 8.64202 0.85492
H -4.28971 9.09210 -0.86706
H -1.75215 9.99014 0.48554
H -0.66140 8.20947 -1.09770
H -2.19316 7.60838 -1.63601
H 0.32497 7.40572 0.93355
H -0.74201 6.80252 2.26573
H -0.77711 8.45100 1.63312
H -0.99790 10.37872 -1.58142
H -2.15449 11.20855 -0.94702
C 3.51778 -7.89201 6.48123
C 4.00852 -9.32912 6.65925
C 4.52908 -9.55895 8.06280
O 5.29816 -10.76267 8.00641
C 5.62330 -11.28725 9.25604
N 2.84796 -10.09734 6.37337
H 4.43216 -7.30000 6.52065
H 2.78796 -7.50995 7.19501
H 3.21684 -7.67631 5.45604
H 4.82937 -9.56367 5.98153
H 3.71308 -9.61986 8.78289
H 5.19918 -8.76897 8.40195
H 6.37634 -12.06424 9.12447
H 4.76131 -11.55735 9.86605
H 6.21129 -10.47244 9.67847
H 2.82694 -10.19161 5.36800
H 3.05101 -11.06266 6.59019
C 0.75104 -7.91475 13.05141
C 1.19476 -6.45124 12.62462
C 0.23226 -5.83810 11.55641
O 0.80542 -4.70048 10.94692
C 0.06323 -4.13212 9.85786
N 1.28472 -5.60866 13.82261
H 1.45302 -8.50090 13.64450
H 0.62696 -8.48374 12.13003
H -0.25408 -7.94618 13.47194
H 2.17381 -6.44482 12.14553
H -0.63847 -5.52532 12.13267
H 0.07646 -6.56959 10.76347
H -0.07828 -4.76538 8.98205
H 0.56761 -3.23054 9.51022
H -0.95604 -3.85860 10.13058
H 1.34989 -4.62614 13.59792
H 2.11593 -5.81583 14.35766
C 7.48174 -2.78489 9.80928
C 7.34137 -1.61972 8.85259
C 6.61004 -1.91180 7.49613
O 7.54904 -2.80909 6.80752
C 7.20492 -2.72053 5.40863
N 6.64305 -0.66282 9.62796
H 8.02660 -2.58738 10.73244
H 8.15571 -3.48235 9.31187
H 6.48881 -3.17238 10.03739
H 8.37756 -1.34369 8.65707
H 6.36391 -1.02861 6.90665
H 5.70191 -2.46133 7.74397
H 7.62434 -1.81890 4.96224
H 6.18673 -2.87686 5.05234
H 7.73123 -3.55925 4.95296
H 6.88843 0.27064 9.33040
H 7.06771 -0.63423 10.54390
C 3.90744 7.11690 -9.07500
C 2.99654 7.26886 -7.76268
C 1.81715 6.27248 -7.86408
O 0.94783 6.57782 -9.00772
C 0.28887 7.86750 -9.01465
N 3.87506 6.97054 -6.64475
H 4.47676 6.18802 -9.10902
H 4.58588 7.97002 -9.07801
H 3.35803 7.31599 -9.99512
H 2.54271 8.24928 -7.61807
H 1.18227 6.43094 -6.99235
H 2.08592 5.21617 -7.87287
H 1.05614 8.51028 -9.44618
H -0.09221 8.16355 -8.03728
H -0.50157 7.85015 -9.76498
H 4.56200 7.70508 -6.55165
H 3.27237 7.04839 -5.83803
C -2.18569 -3.66959 -5.68612
C -1.40906 -4.69565 -4.84956
C 0.11138 -4.72945 -5.13467
O 0.39338 -5.13540 -6.45569
C 1.75596 -5.23494 -6.72213
N -1.62884 -4.38196 -3.46854
H -3.24298 -3.76603 -5.43932
H -2.07986 -3.85734 -6.75460
H -1.92273 -2.63360 -5.47239
H -1.70775 -5.73519 -4.98459
H 0.56159 -5.39102 -4.39457
H 0.53222 -3.73179 -5.00949
H 2.27863 -4.31443 -6.46214
H 1.91813 -5.36289 -7.79238
H 2.25474 -6.10568 -6.29654
H -1.03314 -4.97338 -2.90687
H -1.29183 -3.46231 -3.22205
C 4.84595 0.61638 -3.92704
C 5.27604 0.35112 -2.44801
C 4.73806 1.33769 -1.49174
O 5.20165 0.93034 -0.20541
C 4.89714 1.94692 0.78794
N 4.69269 -0.92629 -2.20924
H 5.12141 -0.16191 -4.63874
H 5.36371 1.51440 -4.26402
H 3.75749 0.62873 -3.98362
H 6.34901 0.24813 -2.28607
H 3.65658 1.45189 -1.56557
H 5.21023 2.25604 -1.84071
H 3.89919 1.72658 1.16694
H 4.86850 3.01108 0.55381
H 5.55393 1.81794 1.64823
H 4.82648 -1.19205 -1.24406
H 3.68836 -0.88044 -2.30571

Löwdin atomic charge list, values in e, 4 entries:
1. O -0.055
2. H 0.027
3. H 0.028
4. C -0.068

***

Computed, not measured: a molecular structure, C17H50BCl3F2I2N8O6P4ScSi in a non-equilibrium geometry, with ωB97M-V with the def2-TZVPD basis set.

Summary:
HOMO level	-10.44	eV
lowest unoccupied orbital energy	-2.0	eV
multiplicity	1
relative energy (zero: lowest compared OMol25 entry of this formula, charge and spin)	55.0	kcal/mol
charge	+1

Cartesian coordinates (Å):
Sc -0.74534 -0.10165 -0.24474
C -3.52048 3.26625 2.30840
N -2.78479 3.92540 1.24570
C -2.67386 5.36451 1.39666
P -1.59192 3.13604 0.45252
O -1.82665 1.66994 0.31061
O -0.23200 3.41126 1.32592
P 1.02529 2.38866 1.44538
O 0.84183 1.26325 0.51050
N 2.31654 3.33942 1.01349
C 2.43444 4.74064 1.37697
C 3.59184 2.64255 0.98524
N 1.13788 1.88412 3.02395
C 1.09756 2.86923 4.08890
C 0.56663 0.60137 3.40449
N -1.33404 4.00811 -0.93350
C -2.44364 3.93099 -1.87488
C -0.03962 4.05085 -1.59736
H -4.54821 3.63229 2.30913
H -3.07942 3.46002 3.29142
H -3.52894 2.19477 2.12525
H -3.67159 5.80324 1.35324
H -2.07369 5.75633 0.57960
H -2.20946 5.63835 2.35064
H 1.44588 5.16294 1.53539
H 2.92419 5.27848 0.56214
H 3.03816 4.87703 2.27957
H 3.40878 1.59446 0.75909
H 4.12122 2.71719 1.94017
H 4.22092 3.07511 0.20519
H 1.53977 3.80088 3.74393
H 1.67447 2.49351 4.93782
H 0.07428 3.06720 4.42577
H 0.68934 -0.09890 2.57581
H -0.49561 0.68838 3.66232
H 1.10882 0.22453 4.27401
H -3.38162 3.91590 -1.32387
H -2.38353 3.03733 -2.50419
H -2.41852 4.81413 -2.51358
H 0.76174 3.97891 -0.86405
H 0.03125 5.01056 -2.11354
H 0.07770 3.24571 -2.32867
I -5.97974 1.90594 -0.30747
C -5.45879 -0.14706 -0.50436
I -3.73037 -0.44432 -1.79029
H -6.31299 -0.66137 -0.93363
H -5.20715 -0.51935 0.48503
C 3.65193 -2.16001 1.35736
N 3.38679 -2.27762 -0.06511
C 4.30287 -3.14690 -0.77844
P 1.87298 -1.95840 -0.66023
O 1.05086 -1.25542 0.34761
O 1.15489 -3.33495 -1.07234
P -0.50925 -3.48413 -1.04608
O -1.06173 -2.11234 -0.97392
N -0.88857 -4.31651 -2.40406
C -0.00332 -5.37627 -2.84860
C -1.73623 -3.74385 -3.43304
N -0.74351 -4.47004 0.24654
C -1.33869 -5.78683 0.14616
C -0.11781 -4.19617 1.52530
N 1.99311 -1.14532 -2.10688
C 2.78718 0.07834 -2.04535
C 2.07541 -1.83237 -3.38825
H 4.66524 -1.77646 1.50209
H 3.55603 -3.12277 1.86923
H 2.93576 -1.45530 1.77583
H 5.30077 -2.70159 -0.79493
H 3.95905 -3.28786 -1.79881
H 4.37640 -4.12670 -0.30122
H 0.62494 -5.68877 -2.01752
H 0.64005 -5.03985 -3.66803
H -0.58895 -6.22854 -3.19920
H -2.34060 -2.95464 -2.98979
H -2.39113 -4.52574 -3.82462
H -1.15235 -3.32241 -4.25643
H -1.88299 -5.86220 -0.79037
H -2.03599 -5.92602 0.97436
H -0.57416 -6.56950 0.19446
H -0.86408 -4.24644 2.32118
H 0.32002 -3.19983 1.51414
H 0.67033 -4.92808 1.73044
H 2.46753 0.65550 -1.17722
H 2.60017 0.66164 -2.94483
H 3.85809 -0.13377 -1.97424
H 3.10064 -1.85609 -3.76961
H 1.43837 -1.31170 -4.10696
H 1.71262 -2.85132 -3.27429
F -1.01441 -0.44457 -3.40356
B -0.34640 0.45613 -2.59835
F 0.39437 1.15370 -3.50709
Cl -3.31523 -2.93173 0.90425
Si -2.29059 -1.28147 1.94833
Cl -4.10582 -0.24333 2.57185
Cl -2.05113 -2.28460 3.84011

Löwdin atomic charge list, values in e, 4 entries:
1. Sc 0.681
2. C -0.125
3. N -0.294
4. C -0.085

***

Computed, not measured: C35H31BF2O4 in the gas phase in a non-equilibrium geometry, with ωB97M-V with the def2-TZVPD basis set.

Summary:
HOMO level	-7.10	eV
lowest unoccupied orbital energy	-1.5	eV
multiplicity	1
relative energy (zero: lowest compared OMol25 entry of this formula, charge and spin)	0.0	kcal/mol

Cartesian coordinates (Å):
C 5.43015 -0.08956 2.91483
C 4.00826 0.02946 2.88863
C 2.95165 -0.17892 3.73275
C 1.77889 -0.18739 2.92338
C 2.22131 -0.17911 1.55490
B 0.62605 0.06970 -0.08030
C -0.31224 -0.34475 1.09903
C -0.68297 -1.60097 1.51038
C -1.87553 -1.41895 2.30667
C -2.02784 -0.05159 2.47368
C -3.04050 0.79240 3.08567
O -0.98467 0.59095 1.83557
C 0.96259 1.60157 0.11938
C 2.02207 2.44354 0.37513
C 1.51463 3.78316 0.31077
C 0.17292 3.68998 0.04711
C -0.88293 4.62446 -0.22580
O -0.15773 2.38161 -0.03308
C 2.07304 -0.70893 0.17334
C 3.13464 -0.47090 -0.93112
C 3.70274 -1.65808 -1.31899
C 3.12064 -2.65103 -0.54051
C 3.56406 -4.01432 -0.27509
O 2.14247 -2.17615 0.25106
O 3.53479 0.15991 1.63480
H 5.67588 -0.35327 3.93402
H 5.74407 -0.88560 2.23018
H 5.90262 0.85213 2.63081
H 3.04474 -0.40541 4.79754
H 0.81952 -0.16170 3.47789
H -0.35547 -2.53621 1.09630
H -2.56689 -2.17301 2.68694
H -4.01704 0.28027 3.15506
H -2.76210 1.07778 4.11898
H -3.19193 1.71846 2.50285
H 3.04413 2.18978 0.63349
H 2.08411 4.68761 0.47359
H -0.54326 5.63760 -0.00111
H -1.14018 4.57908 -1.28995
H -1.77595 4.39935 0.35863
H 3.21353 0.44997 -1.48428
H 4.53292 -1.83943 -2.00996
H 4.08208 -4.47911 -1.12613
H 4.29093 -4.04470 0.56681
H 2.69564 -4.63317 -0.00813
F -0.41712 -4.40496 -3.59103
C 0.05618 -3.10951 -3.57142
C 0.82629 -2.65293 -4.65397
C 1.33009 -1.34111 -4.60959
C 1.04157 -0.54117 -3.51272
C 0.29311 -1.01433 -2.42573
C -0.07887 0.04069 -1.41231
C -1.54578 -0.10398 -0.99223
C -2.41742 0.93649 -1.02979
C -3.84224 0.93099 -0.69550
C -4.57385 -0.26882 -0.53502
C -5.95549 -0.19562 -0.33801
F -6.65708 -1.36232 -0.14776
C -6.66704 0.99537 -0.22612
C -5.93193 2.17431 -0.31857
C -4.56305 2.15893 -0.56165
C -0.18941 -2.32719 -2.43858
H 1.02868 -3.30584 -5.51386
H 1.92949 -0.91137 -5.43700
H 1.35208 0.51009 -3.51423
H 0.10325 1.00422 -1.91062
H -1.86943 -1.14372 -0.77996
H -2.05026 1.90158 -1.39172
H -4.05167 -1.22665 -0.59739
H -7.72383 1.00226 0.01167
H -6.43866 3.12508 -0.15459
H -4.01227 3.09808 -0.61642
H -0.74918 -2.76506 -1.61159

Löwdin atomic charge list, values in e, 4 entries:
1. C -0.017
2. C -0.349
3. C 0.000
4. C 0.056

***

Computed, not measured: C7H10O in the gas phase in a non-equilibrium geometry, with ωB97M-V with the def2-TZVPD basis set.

Summary:
HOMO level	-8.25	eV
lowest unoccupied orbital energy	1.0	eV
multiplicity	1
relative energy (zero: lowest compared OMol25 entry of this formula, charge and spin)	103.3	kcal/mol

Cartesian coordinates (Å):
C 0.13199 -1.89329 -0.05486
C -0.44206 -0.56037 0.28891
C -0.62072 -0.18558 1.71248
C 0.31052 0.98516 1.68394
C 0.78740 0.80885 0.43665
C 0.74174 1.55394 -0.85084
C -0.52540 0.84590 -1.59033
O -1.36393 0.12922 -0.61201
H 0.93800 -1.85332 -0.86402
H -0.72694 -2.51738 -0.25463
H 0.82615 -2.32147 0.71749
H -0.27262 -0.93990 2.33020
H -1.63698 0.05941 1.84178
H 0.72441 1.73966 2.36715
H 0.50308 2.70668 -0.65301
H 1.63427 1.60178 -1.52018
H -1.17266 1.65826 -2.06907
H -0.07952 0.07753 -2.14684

natural (NBO) atomic charge list, values in e, 4 entries:
1. C -0.675
2. C 0.275
3. C -0.461
4. C -0.173

***

Computed, not measured: 2 unconnected molecules or ions with the total composition C2H2OS in a non-equilibrium geometry, with ωB97M-V with the def2-TZVPD basis set.

Summary:
HOMO level (spin up / spin down)	-9.28 / -9.28	eV
lowest unoccupied orbital energy (spin up / spin down)	-1.3 / -1.3	eV
multiplicity	1
relative energy (zero: lowest compared OMol25 entry of this formula, charge and spin)	119.0	kcal/mol

Cartesian coordinates (Å):
C -0.40167 -0.74616 -0.31018
C -0.51448 0.19577 0.54815
O 2.03147 0.61573 -0.42257
S 1.28407 -0.27847 0.50997
H -0.51800 -1.13944 -1.32149
H -1.88139 1.35256 0.99611

natural (NBO) atomic charge list, values in e, 4 entries:
1. C -0.410
2. C -0.260
3. O -0.908
4. S 1.137

***

Computed, not measured: C5H4O in the gas phase in a non-equilibrium geometry, with ωB97M-V with the def2-TZVPD basis set.

Summary:
HOMO level	-9.47	eV
lowest unoccupied orbital energy	0.2	eV
multiplicity	1
relative energy (zero: lowest compared OMol25 entry of this formula, charge and spin)	157.3	kcal/mol

Cartesian coordinates (Å):
C 0.29297 -1.70748 -0.00669
C 1.21111 -0.10312 0.01853
C -1.04470 0.16287 -0.04046
C 0.03871 -0.45451 -0.84783
C -0.00731 -0.60599 0.80946
O -2.37397 -0.17582 0.00856
H 2.13005 -0.87859 0.11676
H 1.40581 0.87275 0.14122
H -0.88787 1.16916 -0.20098
H -2.43913 -1.04027 0.36502

natural (NBO) atomic charge list, values in e, 4 entries:
1. C 0.083
2. C -0.470
3. C 0.124
4. C -0.128